ORCA calculation (wB97M-V/def2-TZVPD) on C20H47FeN6O7 as an isolated structure.

Charge: +1
Energy relative to the best compared isomer or geometry (same formula, charge and spin) (kcal per mole): 0.00
HOMO energy (alpha / beta) (Ha): -0.2965 / -0.4137
2S+1: 9
Electronic energy (eV): -79148.01381
LUMO level (alpha / beta) (eV): -2.38 / -6.02
Orbital gap (alpha / beta) (eV): 5.7 / 5.2

Positions of all 81 atoms, in Å:
Fe1 1.69 2.76 -1.99
C1 -0.56 0.51 1.20
C2 -0.15 0.59 -0.26
O1 0.69 1.57 -0.59
H1 -0.90 1.44 1.63
H2 0.27 0.10 1.79
H3 -1.36 -0.21 1.36
H4 -1.10 0.81 -0.85
H5 0.12 -0.38 -0.72
C3 -0.28 -2.97 -2.48
O2 0.05 -3.31 -3.71
N1 -1.18 -3.85 -1.74
C4 -1.53 -3.60 -0.40
C5 -1.64 -5.06 -2.32
H6 0.12 -2.14 -1.91
H7 -0.99 -4.32 0.25
H8 -2.59 -3.66 -0.19
H9 -1.16 -2.66 0.04
H10 -1.38 -5.12 -3.37
H11 -1.04 -5.89 -1.87
H12 -2.68 -5.29 -2.13
C6 0.43 4.90 0.87
O3 1.35 5.62 1.20
N2 -0.87 5.26 0.81
C7 -1.86 4.36 0.39
C8 -1.30 6.58 1.31
H13 0.61 3.86 0.53
H14 -1.39 3.43 0.04
H15 -2.44 4.73 -0.46
H16 -2.52 4.05 1.22
H17 -0.42 7.18 1.49
H18 -1.97 7.05 0.59
H19 -1.86 6.46 2.24
C9 1.81 -4.27 0.08
O4 2.06 -5.18 -0.64
N3 1.68 -4.39 1.41
C10 1.37 -3.27 2.21
C11 1.57 -5.69 1.99
H20 1.61 -3.25 -0.28
H21 1.21 -2.40 1.57
H22 2.18 -3.03 2.92
H23 0.45 -3.44 2.78
H24 2.06 -6.42 1.35
H25 2.03 -5.70 2.98
H26 0.52 -5.99 2.10
C12 3.65 2.12 1.80
O5 4.04 3.26 1.79
N4 3.81 1.21 2.82
C13 3.17 -0.05 2.82
C14 4.60 1.52 3.96
H27 3.18 1.65 0.90
H28 2.71 -0.26 1.85
H29 2.42 -0.10 3.62
H30 3.89 -0.87 2.97
H31 4.05 1.30 4.88
H32 5.52 0.92 3.98
H33 4.90 2.56 3.94
C15 -4.02 1.86 2.47
O6 -3.10 1.16 2.83
N5 -4.51 1.88 1.21
C16 -5.46 2.88 0.75
C17 -4.02 0.96 0.27
H34 -4.56 2.54 3.15
H35 -4.98 3.54 0.03
H36 -5.74 3.50 1.60
H37 -6.33 2.40 0.32
H38 -4.85 0.43 -0.22
H39 -3.45 1.43 -0.55
H40 -3.39 0.23 0.76
C18 2.04 0.49 -3.98
O7 1.29 1.30 -3.34
N6 1.57 -0.34 -4.82
C19 2.42 -1.35 -5.43
C20 0.12 -0.40 -5.03
H41 3.12 0.44 -3.84
H42 1.94 -1.72 -6.32
H43 2.63 -2.17 -4.74
H44 3.36 -0.91 -5.77
H45 -0.38 -0.52 -4.06
H46 -0.21 0.56 -5.42
H47 -0.12 -1.25 -5.65

ORCA calculation (wB97M-V/def2-TZVPD) on C20H47InN5O7 as an isolated structure.

Charge: -1
HOMO energy (Ha): -0.1732
Electronic energy (eV): -48458.43720
LUMO level (eV): 2.46
Orbital gap (eV): 7.2

Positions of all 80 atoms, in Å:
C1 5.37 1.95 1.94
C2 4.22 2.45 1.07
O1 4.28 2.61 -0.17
O2 3.11 2.72 1.82
C3 1.84 2.95 1.13
C4 1.16 1.69 0.59
C5 -0.35 1.98 0.42
In1 -1.70 0.68 1.66
H1 5.34 2.40 2.95
H2 5.30 0.86 2.02
H3 6.33 2.20 1.45
H4 2.01 3.73 0.36
H5 1.21 3.38 1.93
H6 1.38 0.87 1.31
H7 1.61 1.38 -0.37
H8 -0.67 1.85 -0.64
H9 -0.58 3.02 0.73
H10 -3.34 0.72 0.95
H11 -1.11 -0.99 1.65
H12 -1.76 1.35 3.32
C6 3.78 -3.24 0.24
O3 4.78 -2.73 0.71
N1 3.31 -3.00 -0.99
C7 2.13 -3.66 -1.52
C8 3.99 -2.03 -1.83
H13 3.18 -3.98 0.80
H14 2.39 -4.23 -2.41
H15 1.35 -2.95 -1.76
H16 1.74 -4.35 -0.77
H17 5.03 -2.33 -2.01
H18 4.01 -1.04 -1.38
H19 3.47 -1.97 -2.78
C9 1.74 0.05 6.60
O4 2.12 -0.69 7.48
N2 2.55 0.86 5.89
C10 2.07 1.75 4.86
C11 3.97 0.81 6.16
H20 0.68 0.14 6.30
H21 2.51 1.53 3.89
H22 2.30 2.79 5.11
H23 0.98 1.65 4.77
H24 4.37 -0.19 6.00
H25 4.18 1.08 7.20
H26 4.48 1.51 5.50
C12 -2.00 -3.15 -2.31
O5 -1.03 -2.55 -1.89
N3 -1.95 -4.15 -3.23
C13 -3.16 -4.80 -3.69
C14 -0.64 -4.51 -3.72
H27 -3.02 -2.93 -1.97
H28 -3.15 -5.87 -3.48
H29 -3.29 -4.66 -4.76
H30 -4.01 -4.37 -3.17
H31 -0.01 -4.83 -2.89
H32 -0.16 -3.66 -4.20
H33 -0.73 -5.32 -4.45
C15 -5.73 -2.51 -1.56
O6 -5.93 -3.71 -1.43
N4 -6.11 -1.56 -0.69
C16 -5.78 -0.16 -0.89
C17 -6.82 -1.96 0.51
H34 -5.19 -2.09 -2.42
H35 -5.14 0.22 -0.08
H36 -6.68 0.45 -0.94
H37 -5.23 -0.05 -1.82
H38 -6.22 -2.66 1.10
H39 -7.76 -2.45 0.26
H40 -7.02 -1.07 1.11
C18 -2.02 3.95 -2.57
O7 -2.32 2.85 -3.00
N5 -0.81 4.53 -2.79
C19 -0.48 5.83 -2.26
C20 0.18 3.77 -3.52
H41 -2.69 4.56 -1.96
H42 -0.22 6.53 -3.05
H43 0.36 5.77 -1.56
H44 -1.34 6.22 -1.72
H45 -0.17 3.54 -4.53
H46 0.40 2.83 -3.02
H47 1.09 4.36 -3.58

ORCA calculation (wB97M-V/def2-TZVPD) on a 5-piece molecular cluster, C20H47N3O20PS5 overall.

Charge: +1
HOMO energy (Ha): -0.4351
Electronic energy (eV): -130378.49362
LUMO level (eV): -1.85
Orbital gap (eV): 10.0

Positions of all 96 atoms, in Å:
C1 8.90 2.26 1.30
C2 9.29 2.24 -0.20
O1 8.52 1.19 -0.84
P1 7.07 1.70 -1.41
O2 7.16 1.69 -2.86
C3 5.85 0.43 -0.91
C4 5.57 0.36 0.62
C5 5.14 -1.03 1.14
S1 3.64 -1.72 0.32
C6 4.18 -2.34 -1.33
C7 3.52 -3.71 -1.71
C8 3.59 -3.81 -3.27
O3 2.69 -2.93 -3.88
C9 2.45 -0.33 0.21
C10 1.67 -0.22 -1.12
N1 1.18 -1.48 -1.63
N2 0.46 0.62 -0.84
N3 2.44 0.54 -2.12
O4 6.64 3.12 -0.77
C11 5.71 3.87 -1.58
C12 4.45 4.18 -0.70
H1 9.70 2.72 1.90
H2 8.78 1.20 1.58
H3 7.91 2.73 1.43
H4 9.16 3.23 -0.68
H5 10.35 1.99 -0.33
H6 6.23 -0.55 -1.23
H7 4.90 0.60 -1.44
H8 4.88 1.17 0.91
H9 6.52 0.60 1.13
H10 4.87 -0.91 2.20
H11 5.95 -1.78 1.10
H12 4.02 -1.57 -2.10
H13 5.27 -2.48 -1.28
H14 2.49 -3.78 -1.36
H15 4.10 -4.54 -1.28
H16 4.63 -3.53 -3.53
H17 3.37 -4.85 -3.55
H18 3.17 -2.21 -4.32
H19 1.70 -0.51 1.00
H20 2.88 0.66 0.43
H21 0.48 -1.89 -1.02
H22 0.84 -1.34 -2.57
H23 0.75 1.39 -0.23
H24 -0.21 0.04 -0.32
H25 1.80 0.85 -2.86
H26 2.68 1.41 -1.64
H27 6.16 4.84 -1.83
H28 5.35 3.33 -2.46
H29 4.04 5.13 -1.05
H30 3.76 3.33 -0.83
H31 4.72 4.21 0.36
C13 1.89 1.43 -7.64
C14 0.66 0.56 -7.79
O5 0.78 -0.41 -6.74
S2 1.50 0.26 -5.48
O6 0.51 0.68 -4.56
O7 2.59 -0.55 -5.09
O8 2.07 1.56 -6.23
H32 2.77 0.95 -8.06
H33 1.76 2.41 -8.10
H34 0.61 0.07 -8.76
H35 -0.25 1.13 -7.63
C15 -5.11 0.24 -0.03
C16 -4.68 0.28 -1.48
O9 -3.37 -0.28 -1.49
S3 -3.27 -1.40 -0.33
O10 -3.47 -2.67 -0.92
O11 -2.13 -1.09 0.48
O12 -4.59 -1.00 0.48
H36 -4.66 1.05 0.54
H37 -6.19 0.27 0.09
H38 -4.67 1.29 -1.88
H39 -5.32 -0.35 -2.10
C17 -8.06 -0.75 4.37
C18 -8.82 -1.90 3.76
O13 -8.00 -2.33 2.66
S4 -6.45 -2.10 3.04
O14 -5.92 -3.32 3.52
O15 -5.84 -1.37 1.99
O16 -6.68 -1.13 4.30
H40 -8.19 0.17 3.79
H41 -8.35 -0.56 5.40
H42 -9.81 -1.60 3.40
H43 -8.92 -2.73 4.46
C19 -12.05 -0.32 8.73
C20 -11.14 0.87 8.55
O17 -10.07 0.39 7.73
S5 -10.63 -0.73 6.73
O18 -10.89 -0.12 5.47
O19 -9.82 -1.89 6.85
O20 -12.03 -1.00 7.46
H44 -11.66 -1.01 9.48
H45 -13.06 -0.04 8.99
H46 -10.76 1.25 9.49
H47 -11.64 1.68 8.01

ORCA calculation (wB97M-V/def2-TZVPD) on a 8-piece molecular cluster, C20H48BF4N2O10S5 overall.

Charge: +1
Energy relative to the best compared isomer or geometry (same formula, charge and spin) (kcal per mole): 0.00
HOMO energy (Ha): -0.4396
Electronic energy (eV): -110693.27198
LUMO level (eV): -3.49
Orbital gap (eV): 8.5

Positions of all 90 atoms, in Å:
N1 3.79 9.41 6.40
H1 4.11 10.33 6.66
H2 4.26 8.81 7.06
H3 3.94 9.08 5.46
H4 2.79 9.41 6.52
N2 1.15 12.83 7.14
H5 0.53 13.58 6.87
H6 0.74 11.94 6.90
H7 1.31 12.78 8.14
H8 2.01 12.70 6.62
B1 0.51 9.62 7.16
F1 1.70 10.04 7.73
F2 -0.12 8.80 8.01
F3 -0.29 10.68 7.02
F4 0.84 9.12 5.91
C1 -0.70 4.73 6.40
C2 -1.47 6.13 6.19
C3 -2.64 6.19 7.23
S1 -3.36 4.51 7.17
O1 -4.18 4.43 5.99
O2 -3.86 4.22 8.54
C4 -1.73 3.67 6.94
H9 0.11 4.86 7.12
H10 -0.32 4.41 5.44
H11 -1.80 6.30 5.17
H12 -0.67 6.85 6.35
H13 -3.49 6.85 7.10
H14 -2.07 6.43 8.13
H15 -1.85 2.71 6.43
H16 -1.37 3.42 7.94
C5 2.27 10.04 12.44
C6 2.76 11.39 13.01
C7 1.85 12.56 12.40
S2 0.85 11.85 11.08
O3 1.01 12.53 9.81
O4 -0.45 11.56 11.68
C8 1.77 10.21 11.05
H17 1.41 9.70 13.02
H18 3.06 9.33 12.64
H19 3.77 11.55 12.62
H20 2.87 11.39 14.09
H21 2.42 13.36 11.92
H22 1.24 13.10 13.11
H23 2.54 10.26 10.29
H24 1.01 9.49 10.73
C9 -0.75 6.84 10.89
C10 0.27 6.07 10.06
C11 0.95 5.20 11.08
S3 1.25 6.28 12.62
O5 2.49 7.09 12.56
O6 0.97 5.48 13.80
C12 -0.25 7.30 12.25
H25 -1.61 6.17 10.98
H26 -1.08 7.63 10.23
H27 0.89 6.82 9.56
H28 -0.22 5.47 9.30
H29 1.87 4.74 10.73
H30 0.16 4.50 11.35
H31 -0.12 8.36 12.49
H32 -0.96 6.92 12.98
C13 -3.23 11.86 5.44
C14 -3.44 12.94 6.49
C15 -4.34 14.00 5.85
S4 -4.06 13.88 4.01
O7 -3.33 15.03 3.47
O8 -5.32 13.44 3.38
C16 -2.88 12.48 4.13
H33 -4.17 11.32 5.38
H34 -2.54 11.06 5.68
H35 -2.47 13.31 6.81
H36 -4.04 12.58 7.32
H37 -4.25 15.07 6.05
H38 -5.39 13.79 6.03
H39 -1.86 12.84 4.19
H40 -2.96 12.02 3.15
C17 1.11 11.20 0.84
C18 -0.12 10.71 1.52
C19 0.34 10.04 2.78
S5 1.53 11.29 3.50
O9 2.71 10.49 3.95
O10 0.75 12.18 4.37
C20 1.85 12.07 1.84
H41 1.07 11.72 -0.11
H42 1.77 10.35 0.63
H43 -0.54 10.07 0.75
H44 -0.80 11.54 1.71
H45 0.86 9.10 2.60
H46 -0.41 9.81 3.54
H47 2.94 12.08 1.88
H48 1.52 13.10 1.93

ORCA calculation (wB97M-V/def2-TZVPD) on a 5-piece molecular cluster, C20H48BrF4NO8P overall.

Charge: +1
HOMO energy (Ha): -0.3831
Electronic energy (eV): -129576.60656
LUMO level (eV): -5.22
Orbital gap (eV): 5.2

Positions of all 83 atoms, in Å:
C1 2.44 -4.51 7.09
P1 1.16 -3.23 7.32
C2 1.91 -1.61 6.95
N1 -0.15 -3.58 6.04
Br1 -0.46 -2.19 4.75
C3 -1.43 -4.04 6.66
F1 -1.13 -5.01 7.53
F2 -2.13 -4.61 5.65
C4 -2.31 -2.91 7.26
F3 -1.55 -1.87 7.65
F4 -2.92 -3.44 8.33
H1 3.37 -4.04 7.37
H2 2.54 -4.89 6.08
H3 2.26 -5.31 7.79
H4 2.03 -1.35 5.91
H5 2.91 -1.68 7.37
H6 1.38 -0.86 7.50
H7 0.18 -4.37 5.46
H8 -3.08 -2.62 6.56
C5 -1.55 0.73 1.86
O1 -0.48 0.58 2.79
C6 0.79 0.44 2.15
C7 1.57 1.73 2.19
O2 0.96 2.73 1.40
C8 0.25 3.70 2.16
H9 -2.43 1.03 2.42
H10 -1.32 1.49 1.12
H11 -1.76 -0.22 1.35
H12 0.66 0.10 1.12
H13 1.35 -0.33 2.70
H14 2.56 1.55 1.76
H15 1.71 2.08 3.22
H16 0.95 4.36 2.68
H17 -0.42 3.24 2.89
H18 -0.34 4.29 1.47
C9 1.78 3.06 -1.56
O3 1.64 2.72 -2.93
C10 2.80 2.98 -3.70
C11 3.57 1.71 -3.98
O4 4.11 1.16 -2.80
C12 3.37 0.06 -2.31
H19 0.94 2.63 -1.03
H20 2.70 2.65 -1.14
H21 1.77 4.14 -1.43
H22 3.44 3.72 -3.21
H23 2.47 3.41 -4.66
H24 4.41 1.95 -4.65
H25 2.93 0.99 -4.49
H26 3.50 -0.82 -2.94
H27 2.30 0.30 -2.24
H28 3.74 -0.17 -1.31
C13 -4.75 2.43 -3.86
O5 -3.66 3.11 -3.26
C14 -2.55 2.27 -3.00
C15 -1.46 2.45 -4.03
O6 -1.86 1.98 -5.31
C16 -2.24 3.01 -6.21
H29 -5.47 3.18 -4.19
H30 -4.43 1.84 -4.72
H31 -5.24 1.78 -3.13
H32 -2.86 1.23 -2.95
H33 -2.15 2.56 -2.02
H34 -0.59 1.85 -3.74
H35 -1.14 3.49 -4.08
H36 -1.35 3.56 -6.56
H37 -2.95 3.70 -5.76
H38 -2.71 2.53 -7.07
C17 -0.12 -1.52 -1.24
O7 0.64 -2.39 -2.04
C18 -0.07 -3.56 -2.44
C19 -0.57 -3.45 -3.86
O8 -1.55 -2.44 -3.98
C20 -1.05 -1.23 -4.54
H39 0.43 -0.58 -1.15
H40 -1.10 -1.31 -1.68
H41 -0.26 -1.94 -0.23
H42 -0.91 -3.75 -1.76
H43 0.62 -4.40 -2.37
H44 -1.03 -4.40 -4.15
H45 0.26 -3.26 -4.54
H46 -0.87 -1.35 -5.61
H47 -0.13 -0.92 -4.04
H48 -1.80 -0.46 -4.40